1.
Here is 2 unconnected molecules or ions with the total composition C2H9N3 at a distorted geometry from the Open Molecules 2025 dataset. Energies are from wB97M-V/def2-TZVPD.

Bonds (Å) are listed after each position.
Cartesian coordinates (Å):
1 C -2.858 0.225 0.265  N2 1.262, H3 1.092, H4 1.089
2 N -3.224 -0.346 -0.800  C1 1.262, H5 1.021
3 H -3.491 0.024 1.131  C1 1.092
4 H -1.879 0.639 0.502  C1 1.089
5 H -2.656 -0.099 -1.611  N2 1.021
6 N 1.259 1.287 -0.117  C7 1.453, H9 1.012, H10 1.014
7 C 1.122 -0.117 0.230  N6 1.453, N8 1.461, H11 1.089, H12 1.092
8 N 2.285 -0.936 -0.103  C7 1.461, H13 1.009, H14 1.009
9 H 1.742 1.774 0.627  N6 1.012
10 H 1.818 1.325 -0.962  N6 1.014
11 H 0.838 -0.198 1.278  C7 1.089
12 H 0.275 -0.537 -0.316  C7 1.092
13 H 2.725 -1.412 0.671  N8 1.009
14 H 2.043 -1.628 -0.796  N8 1.009

Computed properties:
* SMILES: C=N.NCN
* net charge: 0
* LUMO level: 0.91 eV
* ΔE to the lowest compared entry with this formula, charge and spin: 144.73 kJ/mol
* gap between HOMO and LUMO: 10.39 eV
* total energy: -245.816550 Eh
* highest occupied orbital energy: -0.3483 Eh


2.
Here is 2 unconnected molecules or ions with the total composition C2H9N3 at a distorted geometry from the Open Molecules 2025 dataset. Energies are from wB97M-V/def2-TZVPD.

Bonds (Å) are listed after each position.
Cartesian coordinates (Å):
1 C 0.925 0.257 2.681  N2 1.262, H3 1.086, H4 1.092
2 N 2.130 -0.059 2.479  C1 1.262, H5 1.023
3 H 0.676 0.929 3.497  C1 1.086
4 H 0.075 -0.173 2.148  C1 1.092
5 H 2.180 -0.822 1.799  N2 1.023
6 N -1.358 -0.993 -0.681  C7 1.472, H9 1.019, H10 1.020
7 C -0.576 0.217 -0.987  N6 1.472, N8 1.469, H11 1.086, H12 1.091
8 N -0.152 0.356 -2.386  C7 1.469, H13 1.011, H14 1.010
9 H -2.323 -0.832 -0.968  N6 1.019
10 H -1.081 -1.686 -1.376  N6 1.020
11 H -1.164 1.085 -0.703  C7 1.086
12 H 0.286 0.140 -0.322  C7 1.091
13 H -0.475 1.248 -2.737  N8 1.011
14 H 0.856 0.334 -2.443  N8 1.010

Computed properties:
* SMILES: C=N.NCN
* net charge: 0
* LUMO level: 0.92 eV
* ΔE to the lowest compared entry with this formula, charge and spin: 137.07 kJ/mol
* gap between HOMO and LUMO: 10.61 eV
* total energy: -245.819467 Eh
* highest occupied orbital energy: -0.3561 Eh


3.
Here is 2 unconnected molecules or ions with the total composition C2H9N3O at a distorted geometry from the Open Molecules 2025 dataset. Energies are from wB97M-V/def2-TZVPD.

Bonds (Å) are listed after each position.
Cartesian coordinates (Å):
1 C -0.512 -1.628 0.701  O2 1.475, H5 1.094, H6 1.089, H7 1.088
2 O 0.881 -1.327 1.080  C1 1.475, N3 1.413
3 N 1.349 -0.008 0.884  O2 1.413, N4 1.397, H8 1.025
4 N 1.747 0.273 -0.425  N3 1.397, H9 1.026, H10 1.020
5 H -1.175 -1.200 1.458  C1 1.094
6 H -0.781 -1.357 -0.319  C1 1.089
7 H -0.536 -2.714 0.747  C1 1.088
8 H 0.603 0.645 1.146  N3 1.025
9 H 1.111 -0.091 -1.143  N4 1.026
10 H 2.656 -0.165 -0.572  N4 1.020
11 C -1.144 1.693 -0.368  N12 1.253, H13 1.088, H14 1.087
12 N -1.177 0.737 -1.177  C11 1.253, H15 1.020
13 H -0.711 2.674 -0.553  C11 1.088
14 H -1.560 1.532 0.624  C11 1.087
15 H -0.752 0.937 -2.083  N12 1.020

Computed properties:
* SMILES: CONN.C=N
* net charge: 0
* LUMO level: 1.03 eV
* ΔE to the lowest compared entry with this formula, charge and spin: 431.80 kJ/mol
* gap between HOMO and LUMO: 10.26 eV
* total energy: -320.967273 Eh
* highest occupied orbital energy: -0.3390 Eh


4.
Here is 2 unconnected molecules or ions with the total composition C2H9N3O at a distorted geometry from the Open Molecules 2025 dataset. Energies are from wB97M-V/def2-TZVPD.

Bonds (Å) are listed after each position.
Cartesian coordinates (Å):
1 H -1.009 1.314 -1.996  N2 1.014
2 N -0.315 1.471 -1.274  H1 1.014, C3 1.275
3 C -0.683 2.391 -0.473  N2 1.275, N4 1.364, H5 1.086
4 N -0.154 2.565 0.772  C3 1.364, H6 1.003, H7 1.005
5 H -1.362 3.169 -0.808  C3 1.086
6 H -0.766 2.782 1.536  N4 1.003
7 H 0.734 2.151 0.999  N4 1.005
8 N 1.411 -2.372 -0.048  C9 1.468, H11 1.003, H12 1.003
9 C -0.034 -2.158 0.101  N8 1.468, O10 1.398, H13 1.097, H14 1.084
10 O -0.342 -0.957 0.746  C9 1.398, H15 0.969
11 H 1.685 -3.285 0.264  N8 1.003
12 H 1.951 -1.598 0.295  N8 1.003
13 H -0.512 -2.227 -0.885  C9 1.097
14 H -0.426 -2.996 0.666  C9 1.084
15 H -0.179 -0.249 0.104  O10 0.969

Computed properties:
* SMILES: [H]/N=C/N.NCO
* net charge: 0
* LUMO level: 0.96 eV
* ΔE to the lowest compared entry with this formula, charge and spin: 144.25 kJ/mol
* gap between HOMO and LUMO: 9.71 eV
* total energy: -321.076796 Eh
* highest occupied orbital energy: -0.3216 Eh


5.
Here is 2 unconnected molecules or ions with the total composition C2H9N3O2 at a distorted geometry from the Open Molecules 2025 dataset. Energies are from wB97M-V/def2-TZVPD.

Bonds (Å) are listed after each position.
Cartesian coordinates (Å):
1 H 0.652 1.425 1.286  N2 1.016
2 N 0.161 0.542 1.184  H1 1.016, C3 1.267
3 C 0.810 -0.392 0.625  N2 1.267, C4 1.497, N5 1.401
4 C 0.247 -1.767 0.438  C3 1.497, H6 1.086, H7 1.090, H8 1.089
5 N 2.078 -0.217 0.058  C3 1.401, H9 1.009, H10 1.008
6 H -0.832 -1.737 0.551  C4 1.086
7 H 0.676 -2.453 1.167  C4 1.090
8 H 0.458 -2.150 -0.559  C4 1.089
9 H 2.613 0.588 0.346  N5 1.009
10 H 2.673 -1.025 -0.035  N5 1.008
11 O -2.227 0.339 -0.299  N12 1.400, H14 0.993
12 N -1.527 0.891 -1.379  O11 1.400, O13 1.432, H15 1.117
13 O -1.408 2.302 -1.161  N12 1.432, H16 0.967
14 H -1.610 0.405 0.475  O11 0.993
15 H -0.459 0.587 -1.500  N12 1.117
16 H -2.305 2.662 -1.198  O13 0.967

Computed properties:
* SMILES: [H]/N=C(/C)N.ONO
* net charge: 0
* LUMO level: 0.70 eV
* ΔE to the lowest compared entry with this formula, charge and spin: 365.80 kJ/mol
* gap between HOMO and LUMO: 9.47 eV
* total energy: -396.240426 Eh
* highest occupied orbital energy: -0.3224 Eh


6.
Here is a gas-phase ion, C2H9N4 (charge +1) at a distorted geometry from the Open Molecules 2025 dataset. Energies are from wB97M-V/def2-TZVPD.

Bonds (Å) are listed after each position.
Cartesian coordinates (Å):
1 C 0.864 -0.323 -1.253  C2 1.532, H7 1.131, H8 1.131, H9 1.180
2 C -0.443 0.023 -0.531  C1 1.532, N3 1.500, N4 1.660, H10 1.097
3 N -0.735 1.494 -0.526  C2 1.500, H11 1.099, H12 1.037, H13 1.015
4 N -0.271 -0.116 1.114  C2 1.660, N5 1.252
5 N -0.116 -1.296 1.501  N4 1.252, N6 1.291
6 N -0.075 -1.520 2.772  N5 1.291, H14 1.042, H15 1.056
7 H 0.773 -0.896 -2.225  C1 1.131
8 H 1.575 0.553 -1.323  C1 1.131
9 H 1.262 -1.145 -0.508  C1 1.180
10 H -1.386 -0.497 -0.739  C2 1.097
11 H -0.782 2.028 -1.485  N3 1.099
12 H -1.489 1.893 0.064  N3 1.037
13 H 0.167 1.763 -0.146  N3 1.015
14 H 0.006 -0.806 3.526  N6 1.042
15 H -0.255 -2.491 3.146  N6 1.056

Computed properties:
* SMILES: C[C@H]([NH3+])/N=N/N
* net charge: +1
* LUMO level: -3.40 eV
* ΔE to the lowest compared entry with this formula, charge and spin: 354.19 kJ/mol
* gap between HOMO and LUMO: 10.16 eV
* total energy: -300.284428 Eh
* highest occupied orbital energy: -0.4985 Eh


7.
Here is 2 unconnected molecules or ions with the total composition C2H9N4 from the Open Molecules 2025 dataset. Energies are from wB97M-V/def2-TZVPD.

Bonds (Å) are listed after each position.
Cartesian coordinates (Å):
1 N -1.928 -0.614 0.204  C2 1.394, H5 1.008, H6 1.017
2 C -0.827 -1.086 0.917  N1 1.394, N3 1.364, N4 1.295
3 N -0.979 -2.308 1.504  C2 1.364, H7 1.009, H8 1.007
4 N 0.247 -0.392 1.122  C2 1.295, H9 1.017
5 H -1.696 0.012 -0.551  N1 1.008
6 H -2.574 -1.335 -0.106  N1 1.017
7 H -1.673 -2.930 1.117  N3 1.009
8 H -0.112 -2.758 1.748  N3 1.007
9 H -0.011 0.574 0.939  N4 1.017
10 C 1.185 1.950 -1.618  N11 1.270, H12 1.083, H13 1.083
11 N 2.019 1.674 -0.701  C10 1.270, H14 1.013, H15 1.021
12 H 1.041 1.242 -2.425  C10 1.083
13 H 0.656 2.893 -1.558  C10 1.083
14 H 2.200 2.329 0.049  N11 1.013
15 H 2.452 0.751 -0.641  N11 1.021

Computed properties:
* net charge: +1
* LUMO level: -5.76 eV
* ΔE to the lowest compared entry with this formula, charge and spin: 176.43 kJ/mol
* gap between HOMO and LUMO: 6.51 eV
* total energy: -300.352135 Eh
* highest occupied orbital energy: -0.4510 Eh


8.
Here is 2 unconnected molecules or ions with the total composition C2H9N4O from the Open Molecules 2025 dataset. Energies are from wB97M-V/def2-TZVPD.

Bonds (Å) are listed after each position.
Cartesian coordinates (Å):
1 N -1.009 0.325 1.704  C2 1.304, H4 1.013, H5 1.005
2 C -0.562 1.525 1.458  N1 1.304, N3 1.319, H6 1.082
3 N -0.731 2.171 0.320  C2 1.319, H7 1.012, H8 1.015
4 H -1.409 -0.268 0.986  N1 1.013
5 H -0.679 -0.099 2.554  N1 1.005
6 H 0.025 2.019 2.221  C2 1.082
7 H -0.352 3.109 0.297  N3 1.012
8 H -0.652 1.655 -0.550  N3 1.015
9 N 1.178 0.184 -0.847  C10 1.426, H13 1.017, H14 1.021
10 C 0.584 -1.110 -0.761  N9 1.426, N11 1.359, O12 1.205
11 N -0.248 -1.390 -1.797  C10 1.359, H15 1.000, H16 1.006
12 O 0.795 -1.876 0.145  C10 1.205
13 H 1.962 0.223 -0.200  N9 1.017
14 H 1.595 0.271 -1.775  N9 1.021
15 H -0.401 -0.844 -2.621  N11 1.000
16 H -0.760 -2.255 -1.754  N11 1.006

Computed properties:
* net charge: +1
* LUMO level: -3.81 eV
* ΔE to the lowest compared entry with this formula, charge and spin: 53.11 kJ/mol
* gap between HOMO and LUMO: 10.19 eV
* total energy: -375.677292 Eh
* highest occupied orbital energy: -0.5146 Eh


9.
Here is 2 unconnected molecules or ions with the total composition C2H9N4O at a distorted geometry from the Open Molecules 2025 dataset. Energies are from wB97M-V/def2-TZVPD.

Bonds (Å) are listed after each position.
Cartesian coordinates (Å):
1 N -1.467 1.057 1.012  C2 1.329, H4 1.037, H5 1.011
2 C -1.676 1.561 -0.199  N1 1.329, N3 1.347, H6 1.088
3 N -0.843 1.265 -1.214  C2 1.347, H7 1.043, H8 1.013
4 H -0.708 0.367 1.166  N1 1.037
5 H -2.233 1.345 1.605  N1 1.011
6 H -2.424 2.346 -0.296  C2 1.088
7 H -0.756 1.838 -2.081  N3 1.043
8 H -0.117 0.562 -1.289  N3 1.013
9 N 2.092 -0.606 0.749  C10 1.376, H13 1.030, H14 1.058
10 C 1.029 -1.005 -0.029  N9 1.376, N11 1.374, O12 1.228
11 N -0.054 -1.514 0.647  C10 1.374, H15 1.023, H16 1.049
12 O 0.983 -0.817 -1.242  C10 1.228
13 H 2.871 -0.056 0.362  N9 1.030
14 H 1.849 -0.456 1.768  N9 1.058
15 H -0.675 -2.154 0.146  N11 1.023
16 H 0.112 -2.003 1.560  N11 1.049

Computed properties:
* net charge: +1
* LUMO level: -3.51 eV
* ΔE to the lowest compared entry with this formula, charge and spin: 57.43 kJ/mol
* gap between HOMO and LUMO: 10.83 eV
* total energy: -375.675649 Eh
* highest occupied orbital energy: -0.5270 Eh